No. 1
The following is a DFT calculation (ωB97M-V with the def2-TZVPD basis set) of a single C4H4N2 molecule in a non-equilibrium geometry.

Atoms and positions in Å:
N (1.05365, -1.04403, -0.32452)
C (-0.10756, -0.49068, 0.30497)
C (-0.13996, 0.98860, 0.36739)
C (-0.19670, 2.19214, 0.35552)
C (-2.11778, -1.22219, -1.18331)
N (-1.27075, -0.92976, -0.42290)
H (1.44795, -0.45863, -1.04506)
H (1.74089, -1.42245, 0.30021)
H (-0.19698, -0.89792, 1.31857)
H (-0.23937, 3.25931, 0.34266)

Gap between HOMO and LUMO   10.9 eV
ΔE to the lowest compared entry with this formula, charge and spin   306.2 kJ/mol
LUMO   0.716 eV
HOMO   -0.375 hartree

Mulliken atomic charge list, values in e, 5 entries: N -0.516; C -0.194; C -0.514; C 0.269; C -0.173

=====

No. 2
The following is a DFT calculation (ωB97M-V with the def2-TZVPD basis set) of 2 unconnected molecules or ions with the total composition C22H47N6O2.

Atoms and positions in Å:
C (-1.33911, 3.09968, 4.11346)
C (-0.71074, 3.87070, 2.94728)
C (-1.29832, 3.52955, 1.57959)
C (-1.29766, 2.03056, 1.28866)
C (-1.34233, 1.67205, -0.19773)
C (-0.83055, 0.27580, -0.54138)
C (-1.62912, -0.88999, 0.05315)
C (-1.40426, -1.17556, 1.55257)
C (-1.11079, -2.64839, 1.88432)
C (0.34795, -2.86820, 2.28168)
C (0.59211, -2.28414, 3.67001)
N (1.96743, -1.82088, 3.89695)
N (2.77388, -2.36784, 4.82244)
C (3.93909, -1.70961, 4.80057)
C (5.07698, -2.01410, 5.70192)
C (6.40128, -1.49506, 5.14247)
C (7.15401, -2.44924, 4.26774)
N (6.84833, -0.33997, 5.38063)
N (3.88651, -0.76374, 3.88267)
C (2.67320, -0.83605, 3.33336)
N (2.16250, -0.01659, 2.36841)
H (-1.34174, 3.69272, 5.02707)
H (-2.37501, 2.82342, 3.90681)
H (-0.79801, 2.17579, 4.32994)
H (-0.80738, 4.94108, 3.13057)
H (0.36531, 3.66591, 2.91551)
H (-2.31955, 3.91732, 1.54086)
H (-0.70688, 4.03016, 0.81111)
H (-2.12394, 1.54497, 1.81401)
H (-0.38054, 1.60034, 1.71730)
H (-0.73809, 2.40374, -0.74201)
H (-2.35957, 1.76903, -0.58726)
H (-0.87669, 0.17444, -1.62710)
H (0.22948, 0.19005, -0.26345)
H (-1.39646, -1.79082, -0.51892)
H (-2.68895, -0.68326, -0.11811)
H (-0.55233, -0.57490, 1.88486)
H (-2.26094, -0.82613, 2.12745)
H (-1.74679, -2.98090, 2.71072)
H (-1.34775, -3.29457, 1.04030)
H (1.00122, -2.39193, 1.54846)
H (0.58941, -3.93258, 2.28947)
H (-0.06460, -1.43683, 3.87033)
H (0.39257, -3.03340, 4.43656)
H (2.49521, -3.14999, 5.39601)
H (4.88727, -1.52768, 6.66220)
H (5.13112, -3.09120, 5.86815)
H (7.39836, -3.35976, 4.81615)
H (8.06818, -1.96952, 3.92713)
H (6.55204, -2.72485, 3.39806)
H (6.23343, 0.20186, 5.98658)
H (2.27690, -0.23907, 1.39639)
H (1.85959, 0.90885, 2.61643)
C (-0.17774, -0.45705, -4.14465)
O (-1.28366, 0.41176, -4.02346)
C (-1.08818, 1.69853, -4.60575)
C (-2.04082, 1.91563, -5.75767)
N (-1.72155, 1.02892, -6.86494)
C (-2.66557, 1.07140, -7.97686)
C (-4.08989, 0.60149, -7.71395)
O (-4.18770, -0.77694, -7.41232)
C (-4.09119, -1.11694, -6.04556)
H (-0.42366, -1.36830, -3.59988)
H (0.03169, -0.71757, -5.18685)
H (0.72584, -0.01773, -3.70716)
H (-0.05356, 1.80464, -4.94404)
H (-1.27661, 2.45015, -3.83328)
H (-1.94723, 2.95130, -6.09679)
H (-3.06407, 1.78250, -5.37719)
H (-1.66559, 0.07914, -6.51895)
H (-2.25511, 0.45682, -8.78081)
H (-2.70696, 2.09853, -8.35266)
H (-4.66230, 0.75386, -8.63200)
H (-4.58068, 1.19052, -6.92919)
H (-4.50412, -0.33035, -5.40686)
H (-3.05887, -1.31250, -5.73691)
H (-4.66771, -2.02913, -5.89259)

Total charge   +1
Gap between HOMO and LUMO   6.8 eV
LUMO   -3.179 eV
HOMO   -0.368 hartree

Mulliken atomic charge list, values in e, 5 entries: C -0.979; C -0.563; C -0.739; C 0.672; C -1.125

=====

No. 3
The following is a DFT calculation (ωB97M-V with the def2-TZVPD basis set) of a molecular structure, C50H48Cl3N4O3PPbS2Se in a non-equilibrium geometry.

Atoms and positions in Å:
Pb (0.49144, 1.17271, -0.66998)
O (2.61561, 2.28764, 2.26749)
C (1.80429, 1.37481, 2.53865)
O (0.69740, 1.17555, 1.97667)
C (2.18922, 0.39745, 3.63617)
C (2.67689, 0.91128, 4.83552)
C (2.96466, 0.07434, 5.89895)
C (2.79180, -1.29704, 5.76362)
C (2.34408, -1.81718, 4.56285)
C (2.03122, -0.98566, 3.48681)
P (1.49273, -1.73040, 1.89027)
C (2.98069, -2.68679, 1.41222)
C (2.87083, -3.57272, 0.33842)
C (3.98187, -4.22881, -0.16323)
C (5.23364, -3.99354, 0.38905)
C (5.36004, -3.09469, 1.43678)
C (4.24374, -2.44329, 1.94310)
C (0.38260, -3.02851, 2.57230)
C (-0.83764, -2.56058, 3.06709)
C (-1.78158, -3.43639, 3.57401)
C (-1.53304, -4.80515, 3.57154)
C (-0.33481, -5.28134, 3.06343)
C (0.62089, -4.39871, 2.57162)
H (2.81392, 1.98093, 4.92051)
H (3.31953, 0.48781, 6.83422)
H (3.01476, -1.96192, 6.58783)
H (2.24012, -2.89151, 4.45365)
H (1.90540, -3.74137, -0.12555)
H (3.87185, -4.91132, -0.99630)
H (6.10517, -4.50367, 0.00057)
H (6.33405, -2.89547, 1.86541)
H (4.36411, -1.73135, 2.74964)
H (-1.03667, -1.49354, 3.05227)
H (-2.71568, -3.05546, 3.96708)
H (-2.27027, -5.49394, 3.96338)
H (-0.13399, -6.34530, 3.05624)
H (1.55719, -4.78732, 2.19011)
S (3.15164, 0.34101, -0.92471)
C (4.04324, 1.78596, -0.73995)
N (5.11082, 1.97412, -1.52986)
C (6.08719, 3.04231, -1.36226)
C (5.98033, 3.59825, 0.04810)
C (4.51938, 3.91746, 0.32752)
N (3.71807, 2.71608, 0.14933)
H (5.27742, 1.24218, -2.20012)
H (5.90423, 3.83288, -2.09618)
H (7.08054, 2.63369, -1.55016)
H (6.60068, 4.48735, 0.15364)
H (6.32299, 2.84730, 0.76307)
H (4.16748, 4.69784, -0.35472)
H (4.36874, 4.26595, 1.34767)
H (3.11112, 2.43796, 0.93610)
Se (0.96749, -1.18024, -3.62289)
C (0.23654, -1.03882, -1.92163)
N (-0.11160, -2.07618, -1.31317)
C (-3.14729, -3.27064, -0.05964)
C (-2.23428, -3.29412, -1.28681)
C (-2.71434, -2.24859, -2.29280)
C (-0.81834, -2.98926, -0.82328)
C (-2.12397, -4.69085, -1.91310)
C (-2.50087, -5.83850, -1.22221)
C (-2.32565, -7.09773, -1.78140)
C (-1.76415, -7.23222, -3.03972)
C (-1.36144, -6.09713, -3.72883)
C (-1.53243, -4.84259, -3.16772)
H (-3.20109, -2.25334, 0.33176)
H (-2.77792, -3.90734, 0.74363)
H (-4.15323, -3.59572, -0.33301)
H (-2.66162, -1.25392, -1.84893)
H (-3.74883, -2.45785, -2.57072)
H (-2.11335, -2.22183, -3.19959)
H (-0.37370, -3.66499, -0.09872)
H (-2.94044, -5.76478, -0.23797)
H (-2.63074, -7.97528, -1.22635)
H (-1.63489, -8.21273, -3.47787)
H (-0.90562, -6.18650, -4.70609)
H (-1.18110, -3.97572, -3.71262)
Cl (0.80901, 2.89380, -5.78370)
C (0.65655, 1.17706, -5.40123)
Cl (-0.95941, 0.61384, -5.88762)
Cl (1.88436, 0.26244, -6.30086)
C (0.82852, 0.95094, -3.89954)
N (0.83783, 1.72874, -2.98888)
O (-2.21712, 1.08137, -0.62123)
S (-3.39171, 0.71613, 0.23222)
C (-3.50211, 1.94332, 1.59765)
C (-2.94848, 3.27536, 1.21256)
C (-3.77856, 4.30284, 0.77652)
C (-3.24107, 5.51309, 0.36301)
C (-1.86724, 5.70221, 0.37988)
C (-1.03556, 4.68794, 0.83479)
C (-1.57145, 3.48040, 1.25243)
C (-4.82209, 1.25679, -0.74895)
C (-6.11885, 0.95160, -0.06421)
C (-7.00126, 1.97044, 0.27686)
C (-8.20342, 1.68221, 0.90629)
C (-8.53314, 0.36947, 1.20669)
C (-7.65627, -0.65385, 0.87387)
C (-6.45720, -0.36437, 0.24320)
H (-2.93286, 1.49408, 2.41129)
H (-4.55818, 1.97270, 1.86945)
H (-4.85356, 4.16428, 0.78073)
H (-3.89500, 6.30755, 0.02828)
H (-1.44673, 6.64271, 0.04914)
H (0.03651, 4.83339, 0.86735)
H (-0.91693, 2.70064, 1.62696)
H (-4.70732, 0.70238, -1.68200)
H (-4.67955, 2.31855, -0.95577)
H (-6.75322, 2.99614, 0.03294)
H (-8.88280, 2.48447, 1.16089)
H (-9.47093, 0.14317, 1.69573)
H (-7.90896, -1.68049, 1.10268)
H (-5.77764, -1.16673, -0.02015)

Gap between HOMO and LUMO   7.8 eV
ΔE to the lowest compared entry with this formula, charge and spin   107.9 kJ/mol
LUMO   0.459 eV
HOMO   -0.268 hartree

Mulliken atomic charge list, values in e, 5 entries: Pb 1.512; O -0.864; C -0.139; O -0.126; C 0.467

=====

No. 4
The following is a DFT calculation (ωB97M-V with the def2-TZVPD basis set) of a single C20H20N4O3S2 molecule in a non-equilibrium geometry.

Atoms and positions in Å:
O (-3.94461, -5.43786, 1.77778)
O (1.49948, 1.78039, 0.17812)
N (-4.51673, 1.11612, -2.26379)
N (-1.71641, 1.66780, -1.36968)
O (-3.10483, -7.82975, 2.80724)
S (-4.63257, 3.37458, -3.57650)
S (-1.57320, 3.97644, -2.52093)
C (-2.73197, -5.57333, 1.85800)
C (0.40895, 1.37938, -0.12698)
C (-3.81435, 2.16900, -2.60028)
C (-2.43034, 2.48832, -2.11849)
C (-5.77001, 1.09621, -2.88350)
C (-5.98766, 2.24606, -3.63919)
C (-0.46794, 2.17813, -1.01458)
C (-0.24812, 3.45158, -1.53412)
C (-0.48553, -4.43029, 2.05314)
C (-2.20805, -3.40884, 0.75365)
C (0.34062, -3.32604, 1.74197)
C (-1.40004, -2.27341, 0.51624)
C (-1.79577, -4.46846, 1.57415)
C (-0.09733, -2.16462, 1.07444)
N (-2.25233, -6.71525, 2.48586)
N (0.01895, 0.11816, 0.27442)
C (1.26332, -0.46117, 2.32916)
C (1.99023, -1.22601, -0.00906)
C (1.23809, 5.46590, -2.17635)
C (2.18173, 4.26932, -1.89274)
C (0.86642, 4.37758, -1.15956)
C (0.78856, -0.93614, 0.94498)
H (-4.02024, -7.62392, 2.52775)
H (-6.44144, 0.22149, -2.83583)
H (-6.88822, 2.44111, -4.22806)
H (-0.12371, -5.20159, 2.74107)
H (-3.17005, -3.43880, 0.27485)
H (1.34320, -3.30848, 2.13545)
H (-1.86487, -1.50344, -0.11259)
H (-1.26353, -6.82026, 2.54409)
H (-0.95968, -0.09821, 0.09604)
H (2.01761, 0.33342, 2.22596)
H (0.37754, -0.08559, 2.88539)
H (1.71725, -1.27374, 2.91888)
H (2.73358, -0.39112, 0.04935)
H (2.54235, -2.12922, 0.26692)
H (1.68532, -1.30556, -1.07320)
H (0.69867, 5.41483, -3.10783)
H (1.55911, 6.46183, -1.85914)
H (3.04055, 4.43217, -1.25670)
H (2.28999, 3.45900, -2.62236)
H (0.89127, 4.52952, -0.07564)

Gap between HOMO and LUMO   8.3 eV
ΔE to the lowest compared entry with this formula, charge and spin   472.4 kJ/mol
LUMO   -0.331 eV
SMILES string   CC(C)(NC(=O)c1nc(-c2nccs2)sc1C1CC1)c1ccc(C(=O)NO)cc1
HOMO   -0.319 hartree

Mulliken atomic charge list, values in e, 5 entries: O -0.689; O -0.620; N -0.430; N -0.492; O -0.435

=====

Among the records above, which one has the highest gap between HOMO and LUMO?
C4H4N2

=====

Repeat the fourth record exactly.
The following is a DFT calculation (ωB97M-V with the def2-TZVPD basis set) of a single C20H20N4O3S2 molecule in a non-equilibrium geometry.

Atoms and positions in Å:
O (-3.94461, -5.43786, 1.77778)
O (1.49948, 1.78039, 0.17812)
N (-4.51673, 1.11612, -2.26379)
N (-1.71641, 1.66780, -1.36968)
O (-3.10483, -7.82975, 2.80724)
S (-4.63257, 3.37458, -3.57650)
S (-1.57320, 3.97644, -2.52093)
C (-2.73197, -5.57333, 1.85800)
C (0.40895, 1.37938, -0.12698)
C (-3.81435, 2.16900, -2.60028)
C (-2.43034, 2.48832, -2.11849)
C (-5.77001, 1.09621, -2.88350)
C (-5.98766, 2.24606, -3.63919)
C (-0.46794, 2.17813, -1.01458)
C (-0.24812, 3.45158, -1.53412)
C (-0.48553, -4.43029, 2.05314)
C (-2.20805, -3.40884, 0.75365)
C (0.34062, -3.32604, 1.74197)
C (-1.40004, -2.27341, 0.51624)
C (-1.79577, -4.46846, 1.57415)
C (-0.09733, -2.16462, 1.07444)
N (-2.25233, -6.71525, 2.48586)
N (0.01895, 0.11816, 0.27442)
C (1.26332, -0.46117, 2.32916)
C (1.99023, -1.22601, -0.00906)
C (1.23809, 5.46590, -2.17635)
C (2.18173, 4.26932, -1.89274)
C (0.86642, 4.37758, -1.15956)
C (0.78856, -0.93614, 0.94498)
H (-4.02024, -7.62392, 2.52775)
H (-6.44144, 0.22149, -2.83583)
H (-6.88822, 2.44111, -4.22806)
H (-0.12371, -5.20159, 2.74107)
H (-3.17005, -3.43880, 0.27485)
H (1.34320, -3.30848, 2.13545)
H (-1.86487, -1.50344, -0.11259)
H (-1.26353, -6.82026, 2.54409)
H (-0.95968, -0.09821, 0.09604)
H (2.01761, 0.33342, 2.22596)
H (0.37754, -0.08559, 2.88539)
H (1.71725, -1.27374, 2.91888)
H (2.73358, -0.39112, 0.04935)
H (2.54235, -2.12922, 0.26692)
H (1.68532, -1.30556, -1.07320)
H (0.69867, 5.41483, -3.10783)
H (1.55911, 6.46183, -1.85914)
H (3.04055, 4.43217, -1.25670)
H (2.28999, 3.45900, -2.62236)
H (0.89127, 4.52952, -0.07564)

Gap between HOMO and LUMO   8.3 eV
ΔE to the lowest compared entry with this formula, charge and spin   472.4 kJ/mol
LUMO   -0.331 eV
SMILES string   CC(C)(NC(=O)c1nc(-c2nccs2)sc1C1CC1)c1ccc(C(=O)NO)cc1
HOMO   -0.319 hartree

Mulliken atomic charge list, values in e, 5 entries: O -0.689; O -0.620; N -0.430; N -0.492; O -0.435

=====

Which formula does entry 3 have?
C50H48Cl3N4O3PPbS2Se